This record from OMol25 describes 14 unconnected molecules or ions with the total composition C32H90F15N11O21P2 at a distorted geometry. The level of theory is wB97M-V/def2-TZVPD.

Calculated values
max |F| = 3.83 eV/A
HOMO-LUMO gap = 9.83 eV
multiplicity = 1
energy relative to the best compared isomer or geometry (same formula, charge and spin) = 0.0 kJ/mol
HOMO level = -9.61 eV
electronic energy = -153368.2680 eV

Element x y z (Å)
P 0.20227 1.40015 5.38056
P -1.54100 -3.22738 -6.45796
F -2.38354 -5.25790 0.84025
F -2.85108 -2.30665 -6.62083
F -1.91995 -4.14692 -7.73243
F -0.81619 -2.12902 -7.51018
F 1.51638 1.09427 4.45904
F -0.96987 1.62255 6.38629
F -0.61361 0.12454 4.76374
F 0.96606 2.76292 5.92059
F -0.52365 2.30082 4.24682
F -1.81204 -4.15034 2.56183
F -3.44693 -3.41124 1.32427
F -0.10818 -4.02716 -6.27621
F 0.83221 0.43357 6.50573
F -1.05234 -2.41991 -5.14754
F -2.36150 -4.25333 -5.53543
O 0.35417 2.72913 -6.73495
O -5.43294 -2.80118 -0.64621
O -2.45788 2.12630 -4.25070
O 4.33576 4.78716 2.55153
O -1.52795 -3.48593 -0.96075
O -3.59914 1.56085 -2.48460
O 1.39167 -0.56083 -2.27535
O 5.56274 3.14632 1.93814
O 7.28633 -0.72051 -0.41656
O 2.86656 -2.68907 2.59723
O -1.74999 0.50213 -2.95545
O -0.21440 3.60249 1.14986
O 3.59433 2.74025 2.68393
O 3.66172 -2.39292 0.58469
O 1.75342 6.17610 1.08877
O -6.37305 -0.31115 1.82039
O 4.84443 -1.67723 2.27729
O 3.74304 -1.76635 5.95986
O -1.50093 -1.76257 0.53645
O -2.02358 2.49530 0.68195
O -1.88558 3.69654 2.41671
N 3.77919 -2.21433 1.81160
N -2.65492 1.38705 -3.23538
N -3.69973 -0.44603 1.03277
N -0.26282 0.76308 -0.35843
N 1.17700 4.36968 3.25878
N -1.38057 3.23367 1.43155
N -3.28426 -1.68717 -2.10338
N 4.44738 3.60791 2.40015
N 5.72200 0.68024 1.65217
N 1.33054 -1.86272 4.67360
N -1.10749 0.62323 -6.21275
C -4.63029 -1.87022 -2.76342
C -1.08251 3.03337 -6.85534
C -2.25567 -4.02197 1.26708
C 5.12226 -1.62865 5.85807
C -5.42876 0.44798 2.54464
C -1.39568 -5.16475 -2.66722
C -0.72296 -4.55708 -1.49221
C 1.45313 0.70648 1.36098
C 1.75902 -2.99174 5.54951
C 3.25759 -3.09997 5.60474
C -1.26912 -3.07707 0.38052
C 1.24255 0.76186 -0.22822
C -1.71093 1.59909 -7.16087
C -7.61812 0.24202 2.05580
C 1.00630 -4.20291 5.04816
C -6.15934 -3.88063 -0.02825
C 5.14395 1.37973 -0.75674
C 0.92584 5.84823 3.30742
C 2.65180 6.76304 0.27352
C -3.22895 1.45460 -7.13533
C 5.13803 0.28753 0.35415
C 1.11008 6.27756 4.80322
C -2.98505 0.28609 3.31685
C -4.12331 -0.35439 2.44416
C 1.82374 -0.46536 -0.96792
C 1.79623 6.69603 2.40182
C 1.72047 -1.86054 -2.84901
C 1.25879 3.82825 -6.68360
C 5.82872 -0.91570 -0.35761
C -4.38132 -2.29417 -4.21474
C -5.43673 -2.95492 -2.04678
C 7.80244 -0.79932 -1.74310
H 0.28321 -1.81145 4.69871
H -2.43407 -1.39086 0.84020
H 2.08355 6.63871 5.07320
H 2.75621 -1.89090 -3.23801
H -0.73187 1.65112 -0.12084
H 1.62334 1.70129 -0.57350
H -0.95519 -6.03038 -3.01833
H -5.74343 0.53762 3.62079
H 1.50284 -0.36900 1.79900
H 3.64950 6.49962 0.55620
H -0.60322 -5.25744 -0.65599
H 3.72103 -3.33873 4.63592
H 5.55471 1.81004 1.67632
H 5.10582 0.22288 2.36035
H 1.54086 -4.62490 4.19300
H -0.10792 5.96502 2.97139
H -4.94871 -3.94302 -2.28152
H -2.75738 1.24330 2.89908
H 5.36561 -1.74186 4.76119
H 0.23204 -4.09481 -1.67615
H 2.29828 1.31431 1.65395
H -3.77137 -3.17099 -4.26687
H -3.87023 -1.64473 -4.88646
H 4.56523 2.24007 -0.49404
H -3.55284 2.21775 -7.84764
H -3.36761 -1.45508 -1.07381
H 1.00189 3.95081 4.11983
H -1.32150 -0.35260 -6.48444
H -3.59085 1.72023 -6.15206
H -3.21950 0.31581 4.38928
H -6.45846 -2.99611 -2.49141
H -7.69898 1.12422 1.41239
H -5.42370 -2.49695 -4.69897
H -1.44067 -4.39173 -3.43774
H 0.41118 7.05144 5.06220
H 5.38925 -0.65918 6.23642
H 1.50376 -1.38579 -0.49332
H 2.89772 -0.54272 -0.85588
H -2.38569 -5.42571 -2.37913
H 7.72339 -1.83304 -2.19086
H -0.71632 0.14168 0.26960
H -5.56044 -4.75710 -0.03615
H -4.34804 -1.36404 2.84315
H -0.05233 -3.97277 4.98146
H 5.48078 -0.95158 -1.37872
H 2.77271 6.65791 2.78819
H -6.27988 -3.63593 1.07865
H -5.29019 1.49814 2.18463
H 0.85680 5.41924 5.44453
H -8.41953 -0.48350 1.86292
H 2.55575 7.89775 0.19766
H 8.91145 -0.68134 -1.74290
H -1.35363 1.32328 -8.11108
H 0.54269 0.97478 1.86684
H 0.92554 4.55110 -5.97883
H 2.55659 6.44657 -0.74551
H 2.12757 4.03208 3.06494
H -1.42235 0.88069 -5.27625
H 1.48434 -0.97471 5.15098
H 5.60595 -2.47744 6.34866
H -0.63633 0.59073 -1.31630
H -4.53975 -0.60838 0.55300
H 1.86046 -1.84630 3.76431
H 1.40345 -2.75155 6.53358
H -3.66808 0.54744 -7.45827
H 0.58345 4.07001 2.38927
H -2.71782 -0.83879 -2.41797
H -2.72481 -2.55721 -2.18473
H -0.06719 0.83064 -6.12705
H 6.12305 1.72384 -1.07550
H 4.68561 1.03183 -1.69052
H 6.67249 0.33642 1.79720
H 1.40545 4.26257 -7.66820
H 1.10800 -4.94331 5.81864
H -1.37091 3.44923 -5.89094
H 1.49248 7.74360 2.31606
H 2.27565 3.47915 -6.40397
H -7.77937 0.62935 3.03484
H 1.66484 -2.73561 -2.22403
H 3.60162 -3.87582 6.31581
H -5.20337 -0.91523 -2.79898
H 7.40801 -0.03631 -2.49266
H 5.80118 -1.87540 0.13932
H -0.24854 -3.34396 0.64729
H -7.11259 -3.87849 -0.54444
H 4.07766 -0.06919 0.54119
H 1.09162 -2.00010 -3.83389
H -3.41897 0.51336 0.72913
H -2.05901 -0.22839 3.12807
H -1.33624 3.68398 -7.67726